C24H24N6PtS3 as an isolated structure, computed with ωB97M-V with the def2-TZVPD basis set.

Values from the calculation:
Total charge ... +2
Energy above the lowest of the compared OMol25 structures with the same formula, charge and spin ... 0.087 eV
Kohn-Sham gap (spin up / spin down) ... 7.169 / 6.327 eV
E_HOMO (spin up / spin down) ... -0.51404 / -0.52285 Eh
Multiplicity ... 3

Geometry as XYZ:
```
58
Properties=species:S:1:pos:R:3:lowdin_spin:R:1
Pt 1.132 -0.784 -0.966 1.259
S 0.856 -2.772 0.468 0.172
S 3.823 -1.562 2.234 0.001
S 3.214 -1.793 -1.643 0.090
N -6.255 3.824 1.879 0.000
N -2.929 -3.036 -2.732 -0.004
N 2.444 4.056 0.204 0.003
N -0.592 0.455 -0.538 0.073
N 1.810 1.574 -0.825 0.093
N -0.622 -1.727 -1.989 0.133
C -1.750 -3.391 -3.223 0.006
C 2.891 -3.530 -1.267 0.004
C 1.090 -2.283 2.199 0.024
C -1.813 -1.320 -1.523 0.010
C 4.587 -1.362 -0.513 0.017
C -0.582 -2.741 -2.845 0.009
C -2.941 0.549 -0.238 0.001
C 3.299 3.390 -0.560 0.001
C -5.037 1.798 1.522 0.000
C -0.455 1.680 -0.019 0.010
C -4.012 2.502 0.899 0.000
C -5.278 4.490 1.275 0.000
C 2.988 2.133 -1.066 0.010
C 1.258 3.503 0.424 0.001
C 2.069 -1.160 2.470 0.008
C 0.913 2.266 -0.108 0.011
C -4.135 3.881 0.774 0.000
C -1.554 2.372 0.455 0.002
C -1.805 -0.084 -0.702 0.008
C 2.342 -3.778 0.124 0.014
C -6.130 2.507 2.000 0.000
C -2.823 1.795 0.382 0.001
C -2.962 -2.003 -1.902 0.005
C 4.288 -0.599 0.774 0.009
H -6.939 1.991 2.505 0.000
H 2.207 -3.861 -2.049 0.000
H 4.254 3.856 -0.768 0.000
H -3.385 4.476 0.270 0.000
H 5.253 -0.765 -1.142 0.001
H 5.214 -0.092 1.054 0.000
H 1.965 -0.886 3.521 0.000
H 5.106 -2.301 -0.310 0.002
H -1.725 -4.215 -3.924 0.001
H -1.445 3.361 0.876 0.001
H 0.090 -1.997 2.531 0.000
H 1.821 -0.271 1.885 0.003
H 3.546 0.182 0.618 0.005
H -5.412 5.561 1.180 0.000
H 1.362 -3.191 2.738 0.006
H 3.083 -3.548 0.888 0.000
H 3.693 1.578 -1.674 0.001
H -4.983 0.727 1.668 0.000
H -3.936 -1.715 -1.527 0.001
H 0.382 -3.032 -3.239 0.002
H 3.827 -4.074 -1.404 0.001
H 2.045 -4.823 0.221 0.004
H -3.921 0.115 -0.383 0.000
H 0.571 4.069 1.040 0.000
```


A 11-piece molecular cluster, C42H101N9O14 overall, computed with ωB97M-V with the def2-TZVPD basis set.

Values from the calculation:
Total charge ... -1
Kohn-Sham gap (spin up / spin down) ... 5.547 / 4.294 eV
E_HOMO (spin up / spin down) ... -0.13271 / -0.13268 Eh
Multiplicity ... 2

Geometry as XYZ:
```
166
Properties=species:S:1:pos:R:3:lowdin_spin:R:1
O 3.367 2.007 1.042 0.000
O 3.029 -3.878 3.106 0.003
O 3.854 0.945 4.122 0.000
O 3.690 4.015 4.077 0.000
O 5.608 4.128 0.823 0.000
O 0.031 -0.452 5.175 0.000
O 0.266 4.035 -4.913 0.000
O 1.380 4.237 1.885 0.000
O 4.061 -0.370 -2.160 0.000
O 1.883 -0.286 2.456 0.000
O 2.253 -2.779 -3.222 0.000
O -5.965 0.812 4.986 0.000
O 1.321 2.283 3.696 0.000
O 0.374 -3.879 5.165 0.861
N -0.239 2.828 -4.609 0.000
N 4.612 -2.090 -0.834 0.000
N 2.418 -4.878 1.151 0.000
N -4.905 1.338 4.134 0.000
N 1.627 -3.158 -4.376 0.000
N 6.076 -1.412 -2.246 0.000
N 4.419 -5.070 1.910 0.000
N -1.979 0.095 5.849 0.000
N -1.710 -1.902 5.468 0.002
C -1.956 1.079 -5.154 0.000
C 0.994 -0.797 1.483 0.000
C -0.977 1.191 -2.842 0.000
C 4.956 1.820 4.176 0.000
C -0.688 -2.431 -3.686 0.000
C -4.651 3.484 5.444 0.000
C -0.126 -3.173 -6.737 0.000
C -2.195 0.887 -3.614 0.000
C 4.454 1.981 0.101 0.000
C 0.223 -3.554 -4.220 0.000
C -3.691 3.281 3.224 0.000
C -2.559 3.495 -5.380 0.000
C -1.116 -0.739 5.439 0.000
C 4.394 3.115 4.857 0.000
C -6.015 0.503 1.953 0.000
C 3.548 -2.594 -5.849 0.000
C 1.148 2.443 -2.539 0.000
C -0.293 2.558 -3.130 0.000
C 0.926 0.039 0.190 0.000
C 1.369 -2.946 -6.953 0.000
C -0.904 2.357 -7.013 0.000
C -0.401 -1.115 2.029 0.000
C 2.048 -2.408 -5.654 0.000
C 0.046 2.817 3.354 0.000
C -6.216 3.565 3.473 0.000
C -1.416 2.479 -5.521 0.000
C -1.136 3.690 -2.378 0.000
C 4.843 -1.243 -1.847 0.000
C 0.140 3.650 2.088 0.000
C -1.101 -5.872 5.483 0.057
C -4.775 0.592 2.856 0.000
C 4.879 3.469 -0.261 0.000
C 1.808 -0.873 -5.405 0.000
C -0.194 -5.032 4.514 0.056
C -0.370 -4.145 -5.519 0.000
C -4.380 -0.867 3.228 0.000
C -3.581 1.220 1.925 0.000
C -4.904 2.813 4.076 0.000
C 3.248 -4.551 2.132 0.000
C -3.557 2.696 1.808 0.000
C -1.071 -4.810 3.250 0.006
C 0.022 -4.744 -3.303 0.000
H -1.426 1.165 -1.850 0.000
H -7.083 3.603 4.132 0.000
H -0.929 -0.221 2.362 0.000
H -5.303 -1.348 3.551 0.000
H -5.468 0.418 5.707 0.000
H 6.596 -2.245 -2.011 0.000
H -2.925 -0.120 6.129 0.000
H -5.785 4.557 3.339 0.000
H 4.168 -2.260 -5.017 0.000
H -0.229 -2.022 -2.786 0.000
H -2.015 -5.340 5.746 0.000
H 1.486 -4.501 1.056 0.000
H 1.334 -1.792 1.196 0.000
H -0.770 2.104 3.232 0.000
H 2.006 -1.868 -3.045 0.000
H -1.448 -4.107 -5.365 0.000
H -1.042 -4.946 -3.178 0.000
H -0.602 -3.626 -7.607 0.000
H 2.846 3.619 3.849 0.000
H 1.693 -0.267 -6.304 0.000
H 2.564 -0.400 -4.777 0.000
H -2.639 3.053 1.341 0.000
H -1.304 0.250 -5.428 0.000
H -5.499 3.325 6.110 0.000
H -0.069 3.029 1.217 0.000
H -3.285 3.122 -4.657 0.000
H -0.658 4.385 1.984 0.000
H 5.267 -2.858 -0.783 0.000
H 1.580 1.575 3.101 0.000
H -2.880 0.962 -5.719 0.000
H 3.650 -3.677 -5.785 0.000
H -0.237 0.391 -2.883 0.000
H -0.950 3.677 -1.305 0.000
H 5.295 3.546 5.294 0.000
H -1.643 -2.894 -3.437 0.000
H -3.037 1.461 -3.228 0.000
H -6.845 0.221 2.601 0.000
H -3.596 -0.866 3.986 0.000
H -0.170 1.551 -7.035 0.000
H 5.747 1.376 4.780 0.000
H -2.684 0.997 2.503 0.000
H 0.430 -4.381 -2.360 0.000
H 3.985 4.059 -0.460 0.000
H 0.580 -0.588 -0.632 0.000
H 3.680 -2.155 -0.450 0.000
H 4.156 1.496 -0.828 0.000
H -3.798 2.981 5.900 0.000
H 4.678 -5.573 1.073 0.000
H 1.793 3.311 -2.678 0.000
H -3.396 0.762 0.953 0.000
H 5.210 1.267 0.426 0.000
H -6.757 3.181 2.608 0.000
H -0.719 -6.052 6.488 0.000
H 3.092 1.104 1.217 0.000
H 1.995 3.735 1.346 0.000
H -1.692 2.181 -7.746 0.000
H -6.257 1.451 1.471 0.000
H -0.430 -4.417 2.461 0.000
H 1.884 -3.854 -7.266 0.000
H -0.219 3.413 4.228 0.000
H 5.452 3.460 -1.188 0.000
H -5.835 -0.259 1.196 0.000
H -1.722 -4.001 3.582 0.000
H -3.060 3.718 -6.322 0.000
H -1.539 -5.744 2.939 0.000
H -1.349 -6.840 5.047 0.005
H 0.346 0.957 0.287 0.000
H 5.163 -4.898 2.571 0.000
H -2.604 -0.071 -3.290 0.000
H -3.464 4.346 3.172 0.000
H -2.182 3.403 -2.483 0.000
H 5.100 4.017 1.630 0.000
H 1.924 0.303 -0.160 0.000
H -0.682 -2.270 -6.485 0.000
H -4.383 3.038 1.184 0.000
H 0.549 -5.770 4.212 0.009
H 3.342 1.073 3.321 0.000
H 0.897 -0.684 -4.836 0.000
H -1.165 4.693 -2.806 0.000
H 5.330 2.128 3.200 0.000
H 1.538 -2.185 -7.715 0.000
H 3.900 2.906 5.806 0.000
H -4.048 -1.319 2.293 0.000
H 1.743 1.643 -2.981 0.000
H 1.080 2.213 -1.476 0.000
H -0.366 -1.773 2.897 0.001
H -4.589 4.572 5.413 0.000
H -0.139 -5.158 -5.851 0.000
H 6.358 -0.590 -2.760 0.000
H -0.346 3.223 -7.369 0.000
H -0.832 -1.653 -4.436 0.000
H -0.950 -1.508 1.173 0.000
H 2.801 -5.467 0.425 0.000
H -2.612 -2.074 5.889 0.000
H 0.635 -5.579 -3.643 0.000
H -2.163 4.508 -5.306 0.000
H -1.101 -2.687 5.285 0.000
H 3.978 -2.199 -6.769 0.000
H -2.819 2.944 3.784 0.000
H -1.539 0.997 5.960 0.000
H 1.178 3.734 -4.914 0.000
```


C4H9NO as an isolated structure, computed with ωB97M-V with the def2-TZVPD basis set.

Values from the calculation:
Energy above the lowest of the compared OMol25 structures with the same formula, charge and spin ... 3.473 eV
Kohn-Sham gap ... 9.713 eV
E_HOMO ... -0.31804 Eh

Geometry as XYZ:
```
15
Properties=species:S:1:pos:R:3:mulliken_charge:R:1
O 1.518 0.716 -1.681 -0.502
N 1.502 -0.389 0.491 -0.350
C -0.556 -0.089 -0.331 0.003
C -1.624 0.528 0.558 -1.402
C 1.167 0.712 -0.340 -0.124
C 0.301 -1.181 0.330 -0.427
H 1.781 -0.152 1.430 0.309
H 0.499 -2.018 -0.349 0.199
H -1.137 1.065 1.372 0.334
H 1.710 1.610 0.066 0.328
H -2.297 -0.219 1.013 0.328
H -2.258 1.236 0.010 0.345
H -0.090 -1.582 1.270 0.301
H -1.097 -0.518 -1.225 0.323
H 0.762 0.269 -2.068 0.336
```


An isolated ion of composition C2HF3NO6S and charge -1, computed with ωB97M-V with the def2-TZVPD basis set.

Values from the calculation:
Total charge ... -1
SMILES ... O=[N+]([O-])[C@H](OC(F)(F)F)S(=O)(=O)[O-]
Energy above the lowest of the compared OMol25 structures with the same formula, charge and spin ... 0.000 eV
Kohn-Sham gap ... 9.603 eV
E_HOMO ... -0.22368 Eh

Geometry as XYZ:
```
14
Properties=species:S:1:pos:R:3:mulliken_charge:R:1
S -1.762 -0.964 0.589 1.192
F 2.486 -1.010 -0.569 -0.287
F 2.146 1.093 -0.778 -0.273
F 1.994 -0.272 -2.497 -0.291
O -0.632 1.737 1.731 -0.613
O -1.439 -2.010 -0.340 -0.638
O -2.841 -0.072 0.120 -0.651
O -0.440 2.139 -0.322 -0.593
O 0.418 -0.236 -0.940 -0.275
O -1.779 -1.332 1.969 -0.632
N -0.354 1.423 0.620 1.009
C 1.693 -0.102 -1.155 0.942
C -0.066 0.001 0.417 -0.366
H 0.576 -0.397 1.155 0.477
```


Summary of maximum force in eV/Å
0.18 7.63 1.54 2.58
(order as listed above)